1.
A cluster of 10 separate species, C25H36Cl15NO12 in total at a distorted geometry, computed with the ωB97M-V functional and the def2-TZVPD basis.

Output
* Kohn-Sham gap: 0.40223 Eh
* LUMO: 0.014 Ha
* SMILES: C[C@H]1COC(=O)O1.C[C@H]1COC(=O)O1.C[C@H]1COC(=O)O1.C[C@H]1COC(=O)O1.ClC(Cl)Cl.ClC(Cl)Cl.ClC(Cl)Cl.ClC(Cl)Cl.ClC(Cl)Cl.CCCC#N

Geometry (Å):
C 4.691289 -3.456600 -1.080187
Cl 4.059604 -3.400890 -2.758729
Cl 6.463094 -3.443090 -1.213510
Cl 4.198003 -4.848608 -0.234635
H 4.428325 -2.507807 -0.595619
C -3.187447 -0.524594 -5.607696
Cl -2.733326 -0.039816 -7.248541
Cl -4.763376 -1.144900 -5.392017
Cl -2.905958 0.808596 -4.489635
H -2.497417 -1.212435 -5.305902
C -5.182107 -0.781209 2.742334
Cl -4.082219 -2.079203 2.178619
Cl -5.896579 -0.021492 1.363737
Cl -4.368361 0.465067 3.668902
H -5.878874 -1.199950 3.482518
C 1.633052 -1.359703 -5.318528
Cl 1.071973 -2.778962 -4.437631
Cl 2.625501 -0.374854 -4.283446
Cl 0.262741 -0.508544 -6.016801
H 2.270747 -1.715990 -6.108665
C -1.188946 -4.757385 -1.436722
Cl -2.002605 -5.879223 -0.377923
Cl -2.321374 -3.610785 -2.152856
Cl -0.322781 -5.670113 -2.660115
H -0.543293 -4.259635 -0.773779
C -6.451823 3.837765 -3.315981
C -5.230353 3.288646 -2.442991
C -5.553364 3.695033 -1.029210
C -6.672727 2.926360 -0.487599
N -7.481338 2.153612 -0.246296
H -7.241819 3.167118 -3.197673
H -6.194430 3.936095 -4.361265
H -6.611903 4.831365 -2.906724
H -4.262545 3.730915 -2.767183
H -5.349275 2.198077 -2.534599
H -5.851586 4.758630 -1.062096
H -4.735954 3.613888 -0.250244
C 7.152220 3.005808 0.690664
C 5.739594 2.539876 0.907041
C 5.154669 1.927305 -0.331672
O 5.167669 0.541557 -0.096132
C 5.340179 0.256858 1.205743
O 5.275818 -0.822771 1.725024
O 5.604126 1.485009 1.866296
H 7.814350 2.282058 0.231636
H 7.570792 3.375935 1.620081
H 7.138903 3.843656 0.002525
H 5.136319 3.334612 1.290277
H 5.734664 2.138813 -1.214507
H 4.098523 2.131066 -0.453469
C 0.988503 -4.867101 2.039050
C 0.758306 -3.806993 3.114196
C 1.948840 -2.884922 3.386584
O 1.340553 -1.558172 3.394664
C 0.258710 -1.590662 2.613038
O -0.232275 -0.584645 2.148609
O -0.199482 -2.846525 2.496698
H 1.392078 -4.355810 1.190892
H 0.044880 -5.273660 1.700107
H 1.480033 -5.759423 2.457270
H 0.337986 -4.085436 4.062985
H 2.632563 -2.948293 2.566429
H 2.356448 -3.076978 4.351985
C -2.238061 0.006652 -0.412102
C -0.989089 -0.538760 -1.095124
C 0.180505 0.441304 -0.844601
O 1.340565 -0.337895 -0.528676
C 0.869317 -1.549882 -0.304575
O 1.548326 -2.456402 0.123234
O -0.457872 -1.740115 -0.526059
H -2.487914 0.982016 -0.895621
H -2.041304 0.182413 0.664169
H -3.032462 -0.688499 -0.654032
H -1.050262 -0.683445 -2.144444
H -0.083398 1.200467 -0.049327
H 0.522363 0.991466 -1.735080
C -0.347070 2.246527 4.899538
C 0.509891 2.994533 3.802593
C 1.395121 2.023622 2.945375
O 1.196034 2.432187 1.606413
C 0.240428 3.404929 1.551274
O -0.048931 4.024978 0.558288
O -0.288916 3.640337 2.748665
H 0.372212 1.907992 5.665750
H -0.817023 1.378797 4.484551
H -1.137913 2.858604 5.305868
H 1.096756 3.797796 4.244935
H 1.089227 0.978052 3.137787
H 2.431995 2.265746 3.143854

Cartesian forces, eV/Å:
C 0.82 1.37 -1.08
Cl -0.23 -0.08 0.49
Cl 0.30 0.09 0.15
Cl -0.67 -0.73 0.61
H -0.25 -0.60 0.01
C -0.21 1.96 -0.37
Cl -0.50 -0.08 -0.06
Cl -1.02 -0.41 -0.31
Cl 0.00 0.64 0.29
H 1.64 -2.09 0.49
C 0.33 -0.52 0.45
Cl -0.15 0.28 0.45
Cl -0.76 0.01 -0.36
Cl 0.72 0.26 0.40
H -0.04 -0.06 -0.93
C -0.05 -0.53 0.03
Cl -0.21 -0.20 0.10
Cl 0.12 0.57 0.29
Cl 0.13 0.19 -0.02
H -0.01 -0.01 -0.32
C -0.73 -0.56 -0.41
Cl -0.70 -0.53 0.44
Cl 0.02 -0.05 -0.09
Cl 0.28 0.23 -0.20
H 1.11 1.02 0.21
C 3.07 0.74 0.62
C -1.36 -0.02 -1.35
C 0.62 0.96 1.94
C 0.41 -0.14 -0.74
N -0.57 -0.16 0.40
H -1.57 -0.68 0.23
H 0.07 -0.11 -0.26
H -0.72 0.11 -0.31
H -0.62 -0.66 0.19
H 1.07 0.26 -0.02
H 0.22 -0.33 0.36
H -0.56 0.01 -1.08
C 0.22 0.40 0.32
C 0.24 -0.48 0.11
C -1.03 -0.05 -0.23
O 0.48 -1.74 0.24
C 0.29 1.10 0.81
O 0.07 1.41 -0.63
O 0.02 -1.91 -0.20
H 0.00 -0.48 0.15
H 0.23 -0.10 0.14
H -0.17 0.30 -0.14
H -0.36 0.66 0.10
H 0.02 0.08 -0.38
H -0.16 0.71 -0.32
C -0.84 -0.51 1.52
C -0.34 1.17 -1.33
C -1.39 0.22 -0.32
O 1.00 -0.46 0.04
C -0.58 0.21 0.14
O 0.05 -1.05 0.34
O 0.17 0.20 0.07
H 0.90 -0.17 -0.40
H -0.56 0.10 0.11
H 0.57 0.56 -0.41
H -0.48 -0.65 0.18
H 0.76 0.18 -0.26
H 0.63 0.06 0.51
C 0.40 0.10 -0.77
C 1.26 1.72 1.24
C 0.03 2.26 -0.55
O -1.34 -0.26 0.23
C 0.41 -2.20 1.20
O -0.02 0.39 -0.41
O 0.83 0.49 -0.05
H 0.20 -0.63 0.30
H -0.34 -0.42 -0.62
H -0.51 0.01 0.57
H -0.68 -0.32 -1.02
H 0.65 -1.12 -0.64
H -0.70 0.04 0.15
C 1.42 0.81 -1.11
C -0.87 -0.90 -0.28
C -0.28 0.56 1.39
O -0.87 0.44 -0.53
C 0.29 0.60 -0.88
O 0.21 -0.99 0.68
O 0.00 -0.42 1.11
H -0.45 0.26 -0.12
H -0.18 -0.59 -0.46
H 0.08 0.41 0.30
H -0.01 -0.05 0.11
H 0.47 0.56 -0.51
H 0.31 -0.66 0.30

=====

2.
A structure of composition C25H36F2P at a distorted geometry, computed with the ωB97M-V functional and the def2-TZVPD basis.

Output
* Kohn-Sham gap: 0.25454 Eh
* total charge: +1
* LUMO: -0.191 Ha

Geometry (Å):
C 5.387495 0.093243 -0.754634
C 4.042618 0.718733 -1.125395
C 3.114123 -0.263850 -1.822866
C 1.723126 0.320536 -2.159819
P 0.310793 0.147889 -0.886012
C -0.840858 0.859814 -2.229781
C -1.003479 2.376615 -2.322588
C -1.800782 2.985808 -1.157196
C -2.079861 4.486345 -1.276037
C -0.011638 -1.601338 -1.372611
C -1.340248 -2.076734 -0.798149
C -1.665519 -3.557261 -1.073605
C -2.125979 -3.836785 -2.502627
H 5.959228 0.790313 -0.134169
H 5.241569 -0.842285 -0.198098
H 5.958370 -0.112016 -1.665223
H 3.553175 1.105602 -0.225190
H 4.194799 1.564015 -1.794386
H 3.595364 -0.585299 -2.764982
H 2.997294 -1.183485 -1.224846
H 1.836892 1.403004 -2.370735
H 1.402461 -0.164972 -3.108490
H -0.443117 0.508212 -3.187078
H -1.816490 0.380221 -2.102779
H -0.031586 2.873889 -2.391788
H -1.526725 2.602440 -3.260641
H -2.761173 2.460516 -1.102810
H -1.259663 2.790827 -0.220309
H -2.608742 4.828658 -0.381660
H -1.145473 5.048843 -1.364618
H -2.711463 4.698970 -2.144733
H -0.020620 -1.692552 -2.465902
H 0.800373 -2.244195 -1.000888
H -1.324755 -1.921135 0.291621
H -2.161810 -1.453221 -1.174401
H -0.767679 -4.139773 -0.832160
H -2.451293 -3.854454 -0.366670
H -2.472249 -4.869600 -2.576366
H -2.953374 -3.176627 -2.787625
H -1.300731 -3.697106 -3.210900
F 2.020756 -1.511069 5.377868
C 2.107610 -0.971977 4.117015
C 3.344264 -0.550666 3.648011
C 3.350219 0.139039 2.428786
C 2.155435 0.374232 1.720145
C 0.894845 -0.107190 2.171963
C -0.310081 0.287868 1.399755
C -1.701227 -0.044208 1.837253
C -2.769516 0.536624 1.090426
C -4.067000 0.655534 1.597266
C -4.403082 0.111030 2.829717
C -3.420270 -0.622987 3.481016
F -3.706051 -1.159095 4.720902
C -2.123231 -0.776233 2.983392
C 0.902748 -0.745224 3.438733
H 4.228435 -0.710388 4.226468
H 4.293190 0.543072 2.048578
H 2.155775 1.104467 0.897239
H -0.273853 1.435315 1.241067
H -2.537395 1.025699 0.132910
H -4.818466 1.232382 1.024792
H -5.376012 0.234243 3.271709
H -1.423142 -1.360894 3.583587
H -0.016339 -0.891387 3.978557

Cartesian forces, eV/Å:
C -0.20 0.20 -0.03
C -0.04 -0.20 0.20
C -0.21 -0.21 0.00
C 1.94 0.72 0.45
P -1.06 -1.51 -3.25
C -0.73 0.49 0.79
C -0.30 0.35 0.33
C 0.09 -0.01 -0.33
C 0.10 -0.26 0.04
C -0.31 -0.56 0.74
C -0.26 -0.39 0.43
C 0.01 0.41 0.19
C 0.21 0.00 0.15
H 0.06 -0.19 -0.11
H 0.11 0.19 -0.12
H 0.03 -0.10 0.21
H 0.23 0.02 -0.28
H 0.07 0.19 0.00
H -0.26 0.11 0.29
H 0.09 0.22 -0.11
H -0.09 -0.48 0.06
H -0.43 0.26 1.03
H 0.04 -0.19 0.43
H 0.01 0.17 0.01
H 0.04 -0.04 -0.04
H 0.09 -0.05 0.10
H 0.07 0.08 0.06
H -0.12 0.04 -0.04
H 0.09 0.06 -0.16
H -0.15 0.01 -0.02
H 0.16 0.00 0.10
H 0.15 0.29 0.20
H -0.12 0.17 -0.03
H 0.00 -0.18 -0.34
H 0.06 -0.10 0.05
H -0.20 -0.10 -0.03
H 0.17 -0.03 -0.16
H 0.05 0.10 -0.15
H 0.12 -0.11 0.03
H -0.21 -0.04 0.00
F 0.10 0.41 -1.34
C -0.37 0.26 0.69
C -1.07 -0.07 -0.67
C -0.64 0.20 -0.30
C -0.03 0.09 0.76
C 1.79 -0.06 0.63
C 0.39 2.88 0.40
C -1.93 -0.41 -0.93
C 0.48 0.72 0.27
C 0.11 0.17 -0.68
C 0.61 -0.36 0.04
C 0.10 -0.19 0.67
F 0.38 0.42 -1.57
C 0.64 0.26 0.25
C 0.33 0.31 -0.47
H 0.37 -0.08 0.20
H -0.39 -0.12 0.11
H 0.05 -0.74 0.21
H -0.15 -2.01 0.23
H -0.14 -0.35 0.68
H 0.54 -0.52 0.39
H -0.15 0.01 0.09
H -0.84 0.15 -0.39
H 0.54 -0.29 0.08

=====

3.
The molecule C25H36N4O, computed with the ωB97M-V functional and the def2-TZVPD basis.

Output
* relative energy (zero: lowest compared OMol25 entry of this formula, charge and spin): 54.01 kcal/mol
* Kohn-Sham gap: 0.33081 Eh
* LUMO: 0.023 Ha
* SMILES: CC(C)Cc1ccc(CN2CCC(n3nccc3NC(=O)C3CCCC3)CC2)cc1

Geometry (Å):
C 8.176426 0.601563 0.547050
H 8.417611 1.506089 -0.007146
H 9.031099 0.345603 1.169621
H 7.328510 0.807302 1.196279
C 7.854065 -0.546773 -0.404527
C 7.540025 -1.814655 0.384143
H 8.387732 -2.089027 1.008386
H 7.328499 -2.644329 -0.286991
H 6.676690 -1.658703 1.026911
H 8.738353 -0.737641 -1.024713
C 6.704239 -0.179774 -1.365372
C 5.409793 0.111543 -0.663039
C 5.101875 1.398350 -0.240827
C 3.920358 1.664134 0.428244
C 3.015066 0.647914 0.694711
C 3.313057 -0.638822 0.263332
C 4.490713 -0.900909 -0.409333
H 4.699772 -1.906032 -0.747075
H 2.602118 -1.429007 0.451880
C 1.728938 0.913161 1.427878
N 0.596018 0.347179 0.714317
C -0.621133 0.392616 1.498575
C -1.707217 -0.416773 0.797295
H -1.356609 -1.442597 0.673603
H -2.606894 -0.424595 1.416613
C -2.006840 0.168222 -0.590537
N -2.718925 1.423266 -0.485122
C -4.032973 1.586900 -0.175158
C -4.284537 2.943651 -0.157875
C -3.048717 3.521950 -0.468194
N -2.121857 2.606654 -0.660019
H -2.803712 4.561394 -0.557935
H -5.217709 3.420792 0.047868
N -4.864224 0.500955 0.049134
C -6.192779 0.568624 0.354252
O -6.798292 1.608230 0.479034
C -6.872858 -0.787120 0.499863
H -7.772427 -0.599002 1.089791
C -7.244859 -1.341740 -0.885112
H -7.520261 -0.551722 -1.582393
C -6.009956 -2.120181 -1.333773
C -5.441135 -2.730118 -0.043368
H -4.349705 -2.738674 -0.048977
C -6.009051 -1.894518 1.122997
H -6.638399 -2.521265 1.754596
H -5.226379 -1.485342 1.763100
H -5.765564 -3.765873 0.052420
H -6.261980 -2.886274 -2.065682
H -5.291926 -1.446075 -1.804582
H -8.093517 -2.018964 -0.781521
H -4.446831 -0.411012 -0.044503
C -0.697482 0.321417 -1.367055
C 0.385391 1.025050 -0.555179
H 1.323002 0.997478 -1.115021
H 0.094567 2.075981 -0.403966
H -0.879872 0.886654 -2.280876
H -0.348334 -0.677787 -1.632433
H -2.654164 -0.525843 -1.149291
H -0.422979 -0.045602 2.480765
H -0.972974 1.429352 1.648990
H 1.775466 0.429082 2.410231
H 1.607142 1.999100 1.591874
H 3.699638 2.674325 0.743933
H 5.789291 2.206388 -0.446022
H 6.560201 -1.010261 -2.060427
H 7.007416 0.696118 -1.943642

Cartesian forces, eV/Å:
C 0.06 -0.19 -0.18
H 0.03 0.16 -0.01
H 0.08 0.01 0.09
H -0.05 0.06 0.10
C -0.05 0.01 0.06
C 0.16 0.16 -0.16
H 0.06 -0.06 0.09
H -0.06 -0.15 -0.03
H -0.08 -0.04 0.10
H -0.07 0.02 0.02
C 0.20 -0.06 0.08
C 0.01 0.08 -0.16
C 0.03 -0.06 -0.04
C -0.11 -0.05 0.09
C 0.09 0.09 0.05
C -0.01 0.03 0.06
C -0.03 0.04 0.01
H 0.04 -0.11 -0.04
H -0.09 -0.10 0.00
C -0.08 -0.06 0.06
N 0.05 -0.03 0.10
C -0.16 -0.18 0.09
C 0.01 0.22 0.02
H -0.02 -0.05 0.02
H -0.07 -0.05 -0.01
C 0.30 -0.55 -0.02
N -0.78 0.05 0.11
C 0.02 0.61 -0.01
C -0.20 -0.19 0.08
C -0.05 -0.36 0.03
N 0.60 0.46 -0.27
H 0.08 0.21 -0.03
H -0.19 0.03 0.04
N 0.54 -0.23 -0.14
C -0.42 -0.42 0.22
O 0.01 0.22 -0.05
C -0.23 0.14 0.09
H 0.14 0.09 -0.05
C 0.06 0.06 -0.08
H -0.11 -0.01 -0.02
C -0.08 -0.10 -0.09
C 0.07 -0.08 -0.07
H 0.05 -0.07 0.01
C -0.02 -0.01 0.12
H 0.03 0.04 0.03
H -0.02 -0.03 0.07
H 0.09 -0.03 0.01
H 0.06 0.02 -0.07
H 0.00 -0.02 -0.04
H -0.05 0.00 0.01
H -0.08 0.04 0.07
C -0.05 0.26 0.06
C 0.09 0.03 -0.25
H -0.07 0.02 -0.02
H 0.18 -0.16 -0.01
H -0.01 -0.06 -0.05
H -0.03 -0.03 -0.01
H 0.08 0.12 0.06
H -0.02 0.07 -0.03
H 0.04 -0.05 0.06
H -0.05 0.11 -0.02
H 0.03 -0.07 0.02
H -0.06 0.10 0.02
H 0.09 0.07 -0.04
H 0.00 0.04 -0.07
H -0.01 -0.02 -0.07

=====

Results for DFT total energy: -240405.201 -41224.279 -34518.101 (in eV, following the order of the records).